[1]
Density functional theory data (ωB97M-V with the def2-TZVPD basis set) for a cluster of 4 separate species, C22H40ClO4 in total.

Geometry (Å):
C -0.3007 -3.4084 4.3971
C -0.0774 -3.2838 3.2007
C 0.1915 -3.2691 1.8106
C -0.9564 -2.7759 0.9284
C -2.0985 -2.0054 1.5947
C -1.6179 -0.6342 2.0837
Cl -2.2828 -0.1819 3.7002
O 1.3493 -2.3893 1.4847
C 2.5551 -2.8040 2.0697
C 2.9891 -1.8684 3.2068
C 3.8271 -0.6468 2.7864
C 3.4521 -0.0698 1.4202
H -0.6764 -3.4952 5.3869
H -0.4954 -2.0897 0.2048
H -1.3807 -3.5869 0.3250
H -2.8644 -1.8315 0.8270
H -2.5979 -2.5597 2.3873
H -1.9011 0.1560 1.3942
H -0.5361 -0.6604 2.2080
H 3.3223 -2.7950 1.2787
H 2.4831 -3.8359 2.4218
H 2.0701 -1.5042 3.6705
H 3.5069 -2.4339 3.9884
H 3.6656 0.1377 3.5326
H 4.8978 -0.8744 2.7880
H 3.8232 -0.7118 0.6192
H 3.8737 0.9231 1.2513
H 2.3717 -0.0020 1.2879
C 2.4560 0.3814 -3.5886
C 2.7151 1.8669 -3.8338
C 2.9933 2.3624 -2.4201
O 3.6020 1.2704 -1.7285
C 3.4601 0.0706 -2.4862
H 2.5939 -0.2424 -4.4714
H 1.4384 0.2338 -3.2210
H 3.5980 1.9971 -4.4656
H 1.8802 2.3868 -4.3031
H 2.0703 2.6362 -1.9053
H 3.6656 3.2217 -2.3918
H 4.4364 -0.2019 -2.9059
H 3.1318 -0.7302 -1.8230
C 1.1029 6.8991 0.2090
C -0.2750 6.2832 -0.0222
C -0.0123 5.3891 -1.2270
O 1.3456 4.9628 -1.1202
C 2.0192 5.7274 -0.1193
H 1.2504 7.2766 1.2199
H 1.2709 7.7207 -0.4917
H -0.5652 5.6791 0.8396
H -1.0596 7.0163 -0.2052
H -0.1376 5.9407 -2.1661
H -0.6577 4.5103 -1.2532
H 2.1827 5.0932 0.7577
H 2.9905 6.0384 -0.5062
C -5.8252 -2.9861 -2.3368
C -6.4755 -4.2257 -1.7266
C -5.4149 -4.6599 -0.7213
O -4.7682 -3.4689 -0.2839
C -5.1312 -2.3777 -1.1239
H -6.5329 -2.3023 -2.8049
H -5.0867 -3.2805 -3.0860
H -7.3979 -3.9504 -1.2093
H -6.7108 -5.0026 -2.4536
H -4.6713 -5.3156 -1.1877
H -5.8320 -5.1748 0.1452
H -5.8068 -1.7139 -0.5718
H -4.2322 -1.8164 -1.3817

## Properties
HOMO energy   -1.4 eV
Max |F|   0.77 eV Å⁻¹
HOMO-LUMO gap   0.1410 Ha
Charge   -1

---

[2]
Density functional theory data (ωB97M-V with the def2-TZVPD basis set) for the molecule C12H25N5O3 at a distorted geometry.

Geometry (Å):
C 1.5309 -1.1288 1.0880
C 0.2535 -1.1019 0.2778
C 2.6256 -1.9850 0.3585
C 3.0985 -1.6066 -1.0117
C 3.3954 -0.1600 -1.2367
C 1.8242 1.7387 -0.6451
C -2.1281 -0.9337 0.4416
C -2.2160 -2.0110 -0.6826
C -2.5599 0.4235 -0.0172
C -4.0688 0.5218 -0.2488
C -1.9970 1.5519 0.8924
C -2.3599 2.9855 0.3931
H 2.1366 -1.3016 3.0358
H 1.3710 -2.5173 2.5486
H 1.7574 -0.0410 1.0048
H 3.5126 -1.9719 1.0449
H 2.2032 -2.9320 0.3242
H 2.3244 -1.9832 -1.6817
H 4.0869 -2.1017 -1.0915
H 4.1809 0.0646 -2.0681
H 3.8744 0.2099 -0.3008
H 1.4214 0.3416 -2.0469
H 0.0475 1.8679 -1.3484
H 3.7923 2.0836 -0.0079
H 2.8042 3.2070 0.5566
H -0.8325 -1.3705 2.0077
H -2.9675 -1.2334 1.0963
H -2.0423 0.6772 -0.9318
H -4.5870 0.2123 0.7010
H -4.4000 1.4554 -0.6364
H -4.4278 -0.2316 -0.9086
H -2.2142 1.3111 1.9365
H -0.9117 1.3589 0.7845
H -2.2356 3.0539 -0.7736
H -1.6854 3.6984 0.8886
H -3.4374 3.1921 0.5677
H -2.8237 -2.2062 -2.4858
N 1.2987 -1.5236 2.5296
N 2.1231 0.6203 -1.3518
N 0.7625 2.4141 -0.8141
N 2.8234 2.2589 0.1771
N -0.8091 -1.0515 1.0657
O 0.1846 -1.2094 -0.9747
O -1.9705 -3.1582 -0.6229
O -2.7588 -1.4887 -1.8344

## Properties
HOMO energy   -8.3 eV
SMILES string   [H]/N=C(/N)NCCC[C@H](N)C(=O)N[C@H](C(=O)O)[C@@H](C)CC
Max |F|   3.46 eV Å⁻¹
HOMO-LUMO gap   0.3320 Ha
Energy relative to the best compared isomer or geometry (same formula, charge and spin)   40.8 kcal per mole
Charge   0

---

[3]
Density functional theory data (ωB97M-V with the def2-TZVPD basis set) for the molecule C4H9NO at a distorted geometry.

Geometry (Å):
C 1.6824 0.5349 0.2977
C 0.4968 -0.0615 -0.7397
C -0.8823 -0.1063 -0.1256
N -1.3742 1.0092 0.2726
O -0.5162 2.0594 0.0475
C -1.6437 -1.3712 0.2215
H 1.9360 1.5937 0.5918
H 1.5644 0.0415 1.2653
H 2.5849 0.2216 -0.2050
H 0.4694 0.5775 -1.6368
H 0.8235 -1.0638 -1.0428
H 0.3915 1.6589 0.0603
H -2.0064 -1.2907 1.2517
H -2.5203 -1.5454 -0.4140
H -1.0058 -2.2580 0.1554

## Properties
HOMO energy   -9.2 eV
SMILES string   CC/C(C)=N\O
Max |F|   1.57 eV Å⁻¹
HOMO-LUMO gap   0.3702 Ha
Energy relative to the best compared isomer or geometry (same formula, charge and spin)   80.7 kcal per mole
Charge   0

---

[4]
Density functional theory data (ωB97M-V with the def2-TZVPD basis set) for the ion C3H3N2O2 with charge -1 at a distorted geometry.

Geometry (Å):
C -0.9751 -0.1574 0.2543
C 1.3559 0.8987 0.1790
C -0.9027 1.2373 -0.2609
N 0.0406 -0.9674 0.3969
N 1.3229 -0.4842 0.2088
O -1.3832 2.2215 0.2963
O 2.4319 1.4850 0.0655
H -1.8884 -0.7100 0.5702
H -0.7088 1.1703 -1.3676
H 2.1425 -1.1807 0.5479

## Properties
HOMO energy   -2.6 eV
Max |F|   3.31 eV Å⁻¹
HOMO-LUMO gap   0.2586 Ha
Energy relative to the best compared isomer or geometry (same formula, charge and spin)   75.8 kcal per mole
Charge   -1

---

[5]
Density functional theory data (ωB97M-V with the def2-TZVPD basis set) for a structure of composition C19H13Co2N2O6 at a distorted geometry.

Geometry (Å):
O 4.9761 2.0123 0.6744
C 3.8833 2.2802 0.9519
Co 2.2498 2.7809 1.4618
C 2.0495 4.0608 2.6480
O 1.7881 4.8567 3.4497
C 1.7393 3.4556 -0.0864
O 1.3866 3.9202 -1.0830
C 1.3482 1.1001 2.0164
C 0.2369 0.5766 1.2906
C -0.8314 -0.1844 1.7766
C -2.1429 -0.3369 1.2023
C -3.2674 0.3485 1.7409
C -4.5034 0.2562 1.1143
C -4.6686 -0.5493 -0.0164
C -3.6067 -1.3465 -0.4586
C -2.3851 -1.2996 0.1977
Co 1.8219 0.5646 0.4085
C 2.4760 0.8288 -1.1681
O 2.8688 1.0903 -2.2311
C 0.2710 1.1793 -0.1329
O -0.6323 1.6602 -0.7399
C 3.0735 -0.5386 0.9202
O 3.8855 -1.3181 1.2210
H 1.5261 0.7444 3.0337
H -0.6802 -0.4914 2.8251
H -3.1091 0.9819 2.6266
H -5.3503 0.8201 1.5156
H -5.6320 -0.5857 -0.5376
H -3.7272 -2.0270 -1.2965
H -1.5747 -1.9894 -0.0273
C -0.3936 -0.4954 -2.7668
C 0.3364 -1.4717 -1.9498
N 0.5427 -1.5029 -0.6241
C 1.2133 -2.6837 -0.3594
C 1.4287 -3.3686 -1.5340
N 0.8758 -2.5737 -2.5218
H -0.0961 0.5318 -2.5427
H -0.1685 -0.6661 -3.8251
H -1.4697 -0.5910 -2.5727
H 1.5135 -2.9718 0.6459
H 1.8929 -4.3134 -1.7222
H 0.8552 -2.7442 -3.5247

## Properties
HOMO energy   -3.4 eV
Max |F|   6.93 eV Å⁻¹
HOMO-LUMO gap   0.2093 Ha
Energy relative to the best compared isomer or geometry (same formula, charge and spin)   36.2 kcal per mole
Charge   -1

---

[6]
Density functional theory data (ωB97M-V with the def2-TZVPD basis set) for the molecule C4H7N3O at a distorted geometry.

Geometry (Å):
C -0.9415 -0.1580 0.6596
C 0.3765 -0.8923 1.1057
C 1.2296 1.2750 -0.3604
C -0.5324 0.2959 -1.7391
H -1.7143 -0.5086 1.3743
H -0.9614 1.0375 0.8896
H 0.7763 -0.6719 2.0949
H -0.0048 -1.9371 1.5477
H 1.9385 2.1811 -0.4284
H -0.8135 0.2860 -2.7308
H -2.0082 -0.9547 -1.0240
N 1.8206 0.5634 0.5269
N 0.4824 0.8878 -1.4453
N -1.1001 -0.6438 -0.7835
O 1.4526 -0.7602 0.3128

## Properties
HOMO energy   -9.2 eV
SMILES string   C1=N\C=N/OCCN/1
Max |F|   5.81 eV Å⁻¹
HOMO-LUMO gap   0.3626 Ha
Energy relative to the best compared isomer or geometry (same formula, charge and spin)   128.5 kcal per mole
Charge   0

---

[7]
Density functional theory data (ωB97M-V with the def2-TZVPD basis set) for the molecule C4H4F4 at a distorted geometry.

Geometry (Å):
C -1.1715 -0.8682 -0.2255
C -0.6718 0.5639 -0.0718
C 0.8064 0.8133 0.0712
C 1.8099 -0.0471 0.2638
H -1.0113 -1.4758 0.6497
H -2.2644 -0.7860 -0.4140
H -0.7608 -1.3491 -1.1640
H -1.1285 1.0936 -0.9122
F -1.3301 0.9127 1.0635
F 1.1186 2.1609 -0.0345
F 1.5229 -1.3205 0.4815
F 3.0805 0.3022 0.2922

## Properties
HOMO energy   -10.1 eV
SMILES string   C[C@@H](F)C(F)=C(F)F
Max |F|   2.48 eV Å⁻¹
HOMO-LUMO gap   0.4026 Ha
Energy relative to the best compared isomer or geometry (same formula, charge and spin)   7.1 kcal per mole
Charge   0

---

[8]
Density functional theory data (ωB97M-V with the def2-TZVPD basis set) for the ion C4H13N3 with charge +2 at a distorted geometry.

Geometry (Å):
C 1.6310 0.3105 0.7058
C 0.4599 0.8113 -0.1723
C -0.5924 -0.2441 -0.4264
C -1.8633 0.0451 -0.7312
N -2.7637 -1.1961 -0.6658
N -0.1197 -1.5349 -0.8138
N 2.2386 1.4685 1.4561
H 1.2436 -0.3999 1.4320
H 2.3982 -0.1770 0.1201
H 0.7749 1.3266 -1.0827
H 0.0373 1.6254 0.4305
H -2.4844 0.6980 -1.3348
H -3.4862 -1.0057 0.0279
H -3.1834 -1.3992 -1.5758
H -2.1792 -1.9943 -0.3990
H 0.2832 -1.6110 -1.7340
H 0.2812 -2.0869 -0.0712
H 2.0236 2.3930 1.0656
H 3.2552 1.4675 1.3110
H 2.0455 1.5032 2.4579

## Properties
HOMO energy   -18.0 eV
SMILES string   N/C(=C\[NH3+])CC[NH3+]
Max |F|   2.84 eV Å⁻¹
HOMO-LUMO gap   0.3875 Ha
Energy relative to the best compared isomer or geometry (same formula, charge and spin)   54.7 kcal per mole
Charge   +2

---

[9]
Density functional theory data (ωB97M-V with the def2-TZVPD basis set) for a structure of composition C3H8N2O2 at a distorted geometry.

Geometry (Å):
C 1.6661 -0.3012 -0.5116
C 0.8236 0.2087 0.6248
N 1.2577 0.6687 1.7333
H 2.2810 0.7562 1.7450
H -0.4569 0.9600 0.0927
H 2.6928 -0.5059 -0.1961
H 1.2487 -1.2269 -0.9145
H 1.6779 0.4369 -1.3182
N -1.9403 0.5662 -1.3743
C -0.8467 -0.6278 0.8534
O -1.6250 0.8913 -0.0065
O -1.0227 -1.6350 0.2337
H -2.9566 0.6333 -1.3987
H -1.7237 -0.4340 -1.4591
H -1.0757 -0.3905 1.8961

## Properties
HOMO energy   -9.1 eV
Max |F|   3.60 eV Å⁻¹
HOMO-LUMO gap   0.3396 Ha
Energy relative to the best compared isomer or geometry (same formula, charge and spin)   139.7 kcal per mole
Charge   0

---

[10]
Density functional theory data (ωB97M-V with the def2-TZVPD basis set) for a cluster of 3 separate species, C4H13NO2 in total at a distorted geometry.

Geometry (Å):
C 0.4608 0.3171 -1.6221
C 0.1777 1.3553 -0.5457
C -0.7947 1.2055 0.3651
N -1.4743 -0.0084 0.5804
C 0.7745 2.6991 -0.8018
H -0.4519 -0.2598 -1.7555
H 1.2876 -0.3373 -1.3582
H 0.6660 0.8610 -2.5403
H -1.1633 2.0690 0.8959
H -2.4841 0.0153 0.6343
H -1.3284 -0.6682 -0.1557
H 1.8593 2.6192 -0.9868
H 0.6683 3.3423 0.0677
H 0.4865 3.2013 -1.7294
H -0.7083 -2.2792 3.6684
H -0.5220 -1.9347 2.1836
O -0.3013 -2.5877 2.8615
H 1.4964 -2.7801 -0.1880
H 0.6834 -3.5947 0.6618
O 0.6679 -3.2347 -0.2350

## Properties
HOMO energy   -8.1 eV
SMILES string   CC(C)=CN.O.O
Max |F|   1.46 eV Å⁻¹
HOMO-LUMO gap   0.3272 Ha
Energy relative to the best compared isomer or geometry (same formula, charge and spin)   19.1 kcal per mole
Charge   0

---

[11]
Density functional theory data (ωB97M-V with the def2-TZVPD basis set) for the molecule C5H11NO at a distorted geometry.

Geometry (Å):
C -0.9194 -0.2337 0.2961
C 0.1695 0.7765 0.2602
C -2.0744 0.1082 1.2116
C 1.7367 -0.9741 -0.7838
C 1.5558 0.3732 -0.1297
O -1.3909 -0.0706 -1.2346
N 2.4353 1.2869 -0.1082
H -2.3268 -0.2819 -1.3491
H -0.6090 -1.2763 0.3942
H 3.3353 0.9877 -0.4812
H -0.3518 1.2342 -0.7277
H 0.1915 1.4214 1.1368
H -1.7416 0.0688 2.2502
H -2.9019 -0.5867 1.0724
H -2.4344 1.1182 1.0142
H 1.6332 -1.7631 -0.0367
H 0.9713 -1.1342 -1.5427
H 2.7215 -1.0546 -1.2421

## Properties
HOMO energy   -9.6 eV
SMILES string   [H]/N=C(\C)C[C@@H](C)O
Max |F|   3.12 eV Å⁻¹
HOMO-LUMO gap   0.3825 Ha
Energy relative to the best compared isomer or geometry (same formula, charge and spin)   49.6 kcal per mole
Charge   0

---

[12]
Density functional theory data (ωB97M-V with the def2-TZVPD basis set) for a structure of composition C43H81Br5ClF3I2N7O9PS2 at a distorted geometry.

Geometry (Å):
C -4.3219 -0.0746 -2.2673
C -3.1842 -0.4540 -3.2144
S -1.6333 -0.8231 -2.3421
C -0.8223 0.8122 -2.1765
C 0.7230 0.8115 -1.7214
Br 1.3647 -1.0916 -1.5814
C 1.5185 1.6238 -2.7426
C 2.1140 0.9601 -3.9938
C 3.4552 0.2291 -3.7514
Br 0.8660 -0.0753 -5.0703
O 0.7233 1.2401 -0.3968
C 1.3349 2.4527 0.0035
C 0.6895 3.7397 -0.4581
I -1.4324 3.9478 -0.4126
C 1.4206 4.7531 -0.9204
C 2.9231 4.7572 -1.0853
I 0.6088 6.6060 -1.5577
C 1.4847 2.2866 1.5702
C 1.9951 3.5902 2.1685
C 0.9719 4.6604 2.4822
N 1.3061 5.8681 2.2960
C 0.1056 1.7809 2.0710
C -0.2759 2.0215 3.5498
C -1.6860 2.6363 3.6361
S -2.9597 1.3771 3.3764
O 2.3970 1.1649 1.5988
C 3.2503 0.8743 2.6698
C 2.6226 0.8189 4.0751
C 3.5940 0.4156 5.2439
C 2.9794 -0.4265 6.3571
F 3.7692 -0.2996 7.4611
Br 1.2222 0.2744 6.8528
C 2.8532 -1.9440 6.1077
F 1.8364 -2.2212 5.3012
F 2.5623 -2.5239 7.2982
Br 4.4904 -2.7706 5.5018
C 4.6001 1.6658 2.7898
C 5.1341 2.2703 1.4791
C 6.4806 1.6512 1.0272
Br 5.5341 4.1795 1.8471
P 3.7614 -0.9090 2.2949
O 2.2414 -1.5273 2.0858
Cl 4.4589 -0.8402 0.3491
H -5.2725 -0.0015 -2.8005
H -4.4355 -0.7622 -1.4323
H -4.1292 0.9193 -1.8530
H -2.9848 0.4093 -3.8559
H -3.4648 -1.2892 -3.8493
H -0.9404 1.3036 -3.1395
H -1.3714 1.2950 -1.3789
H 2.3618 2.1724 -2.3180
H 0.8450 2.4022 -3.1126
H 2.3797 1.8025 -4.6292
H 3.2915 -0.8452 -3.7563
H 3.8914 0.5313 -2.8013
H 4.1375 0.4753 -4.5656
H 2.3691 2.4450 -0.3389
H 3.2850 5.7575 -0.8576
H 3.1548 4.5977 -2.1439
H 3.4515 4.0198 -0.4952
H 2.6771 4.0557 1.4583
H 2.6078 3.4591 3.0636
H -0.0379 4.4437 2.8304
H 0.5272 6.4837 2.5286
H -0.7205 2.1232 1.4567
H 0.1154 0.7019 1.9247
H -0.3133 1.0836 4.1089
H 0.3690 2.7092 4.0958
H -1.7857 3.3831 2.8535
H -1.8050 3.1910 4.5633
H -3.9572 2.1419 2.9047
H 2.1501 1.7492 4.3756
H 1.8264 0.0711 4.0478
H 3.8532 1.3501 5.7452
H 4.5317 -0.0183 4.9053
H 4.5083 2.4269 3.5629
H 5.3627 0.9699 3.1499
H 4.4431 2.1811 0.6474
H 7.3227 2.2925 1.2689
H 6.4776 1.5306 -0.0569
H 6.6262 0.6601 1.4505
H 1.9078 -1.0073 1.3265
C -3.4530 6.0091 4.5173
O -2.8281 5.2663 3.7792
N -4.6681 5.7376 5.0194
C -5.3655 6.6587 5.8955
C -5.3012 4.4750 4.6695
H -3.0576 6.9864 4.8406
H -5.5605 6.1823 6.8579
H -6.3160 6.9528 5.4467
H -4.7628 7.5495 6.0591
H -4.6756 3.6412 4.9906
H -5.4259 4.4109 3.5877
H -6.2727 4.4065 5.1517
C 6.8712 0.7899 -6.6486
O 6.4306 0.4659 -5.5623
N 6.2048 0.6789 -7.8120
C 6.7793 1.0910 -9.0764
C 4.8615 0.1239 -7.7845
H 7.8827 1.2146 -6.7679
H 6.1634 1.8698 -9.5303
H 6.8323 0.2397 -9.7579
H 7.7831 1.4812 -8.9222
H 4.2244 0.7343 -7.1428
H 4.8862 -0.8863 -7.3745
H 4.4469 0.0979 -8.7888
C -4.4637 -3.2165 -3.8814
O -4.5666 -2.0568 -3.5192
N -3.3081 -3.8427 -4.1488
C -3.2604 -5.2261 -4.5847
C -2.0631 -3.1082 -3.9946
H -5.3469 -3.8642 -4.0286
H -2.6835 -5.8145 -3.8681
H -2.7861 -5.2849 -5.5645
H -4.2671 -5.6354 -4.6522
H -1.9646 -2.7683 -2.9670
H -2.0713 -2.2365 -4.6510
H -1.2222 -3.7484 -4.2476
C -3.6336 -5.1481 -8.4421
O -2.9778 -5.9799 -7.8443
N -4.9536 -5.2469 -8.6885
C -5.6846 -4.2210 -9.4051
C -5.6623 -6.4243 -8.2162
H -3.1874 -4.2204 -8.8387
H -6.4782 -3.8171 -8.7736
H -6.1306 -4.6418 -10.3087
H -5.0143 -3.4120 -9.6875
H -5.5739 -6.5020 -7.1320
H -5.2279 -7.3219 -8.6573
H -6.7117 -6.3549 -8.4911
C -1.0034 -3.0742 -0.0323
O -1.5970 -3.6032 -0.9551
N -1.4753 -2.9804 1.2237
C -0.7230 -2.3419 2.2876
C -2.7835 -3.5390 1.5158
H -0.0051 -2.6202 -0.1568
H -0.5363 -3.0550 3.0839
H -1.2965 -1.4984 2.6861
H 0.2338 -1.9744 1.9058
H -2.7906 -4.6077 1.2932
H -3.5411 -3.0583 0.8956
H -3.0215 -3.3829 2.5663
C -3.1804 -4.0970 8.4913
O -3.4111 -2.9408 8.7835
N -1.9932 -4.5537 8.0445
C -1.7765 -5.9473 7.7114
C -0.8977 -3.6103 7.8943
H -3.9457 -4.8886 8.5706
H -0.9817 -6.3620 8.3350
H -1.4876 -6.0414 6.6623
H -2.6878 -6.5181 7.8773
H -0.6778 -3.1459 8.8560
H -1.1806 -2.8238 7.1925
H -0.0120 -4.1238 7.5275

## Properties
HOMO energy   -7.2 eV
Max |F|   6.14 eV Å⁻¹
HOMO-LUMO gap   0.2648 Ha
Charge   0

---

Among the records above, which one has the highest HOMO-LUMO gap?
C4H4F4